1.
{"formula": "C5H6N", "method": "ωB97M-V/def2-TZVPD", "mol_weight_da": 80.1, "e_lumo_ev": -5.787, "charge": 1, "relative_energy_kj_mol": 492.19, "smiles": "C=CCC1=[N+]=C1", "species": ["C", "C", "C", "C", "N", "C", "H", "H", "H", "H", "H", "H"], "xyz": [[0.619, 1.052, -1.535], [-0.006, 1.263, -0.427], [0.311, 0.240, 0.682], [-0.521, -0.881, 0.693], [-1.678, -1.388, 0.173], [-1.031, -2.162, 1.041], [1.294, 0.272, -2.034], [0.651, 1.907, -2.241], [-0.617, 2.128, -0.025], [0.351, 0.827, 1.610], [1.464, -0.006, 0.732], [-0.838, -3.253, 1.330]], "forces_ev_per_angstrom": [[1.9, 1.7, -4.5], [-0.4, -0.8, 3.2], [2.8, 1.9, -0.1], [-2.4, -3.7, 1.6], [0.6, -0.2, 0.7], [2.1, 1.0, -1.6], [-1.2, 0.5, 1.9], [-0.6, -0.5, 0.2], [0.9, -0.9, -1.3], [-0.8, -0.6, 0.5], [-2.1, -0.2, -0.5], [-0.9, 1.7, -0.1]], "mulliken_charge": [-0.621, -0.111, -0.453, 0.436, -0.248, 0.082, 0.253, 0.257, 0.321, 0.382, 0.348, 0.354]}

2.
{"formula": "C20H14F4NO8S5", "method": "ωB97M-V/def2-TZVPD", "mol_weight_da": 632.7, "e_lumo_ev": -0.578, "charge": -1, "species": ["F", "C", "F", "F", "S", "N", "S", "C", "C", "C", "C", "C", "C", "O", "O", "S", "C", "C", "C", "C", "C", "C", "O", "O", "H", "H", "H", "H", "H", "H", "H", "H", "H", "H", "F", "C", "S", "O", "O", "C", "C", "C", "C", "C", "C", "S", "O", "O", "H", "H", "H", "H"], "xyz": [[1.616, -3.609, 3.023], [0.625, -2.710, 3.091], [-0.563, -3.337, 3.059], [0.732, -2.029, 4.238], [0.732, -1.358, 1.527], [0.727, -0.411, -0.009], [-0.718, -0.232, -1.045], [-2.045, -0.995, -0.107], [-3.127, -1.551, -0.805], [-4.066, -2.312, -0.092], [-3.935, -2.508, 1.290], [-2.915, -1.862, 1.992], [-2.009, -1.102, 1.270], [-0.936, 1.183, -1.179], [-0.523, -1.042, -2.213], [2.194, 0.468, -0.078], [3.352, -0.766, 0.478], [3.555, -0.822, 1.864], [4.557, -1.635, 2.377], [5.293, -2.443, 1.506], [5.075, -2.396, 0.125], [4.072, -1.577, -0.403], [2.403, 0.925, -1.419], [2.263, 1.318, 1.083], [-3.193, -1.397, -1.884], [-4.886, -2.789, -0.640], [-4.608, -3.174, 1.826], [-2.815, -1.940, 3.076], [-1.165, -0.578, 1.793], [2.942, -0.250, 2.562], [4.758, -1.581, 3.448], [6.062, -3.094, 1.918], [5.697, -2.982, -0.552], [3.813, -1.552, -1.463], [0.278, 0.760, 3.085], [-0.359, 1.377, 2.079], [0.379, 3.019, 1.798], [1.347, 3.222, 2.845], [0.613, 3.299, 0.405], [-1.031, 4.090, 2.181], [-2.159, 3.425, 2.600], [-3.372, 4.108, 2.748], [-3.424, 5.478, 2.483], [-2.262, 6.168, 2.124], [-1.069, 5.461, 1.956], [-2.098, 1.646, 2.495], [-2.976, 1.388, 1.369], [-2.338, 1.008, 3.772], [-4.260, 3.564, 3.056], [-4.379, 6.015, 2.542], [-2.293, 7.252, 1.985], [-0.169, 5.983, 1.651]], "forces_ev_per_angstrom": [[-0.3, 0.1, 0.5], [-0.5, -2.3, -1.6], [0.6, 0.1, 0.5], [0.0, 0.0, -1.8], [1.5, 3.2, 2.6], [-1.6, -2.6, -1.1], [0.1, 1.2, 0.2], [-0.3, -0.7, 0.0], [0.4, -0.1, 0.1], [0.1, 0.1, -0.2], [0.3, 0.2, 0.0], [-0.6, -0.3, -0.5], [1.1, 0.9, 1.0], [0.4, -1.0, 0.0], [0.1, 0.0, 0.2], [0.7, -0.2, 1.3], [0.5, -0.6, -0.5], [0.7, 0.1, 0.2], [-0.2, 0.1, -0.4], [0.2, 0.2, -0.2], [-0.1, -0.1, 0.1], [-0.4, 0.5, 0.5], [-0.3, -0.3, 0.5], [-0.3, 0.0, -1.4], [-0.1, -0.3, 0.3], [0.3, 0.2, 0.2], [-0.1, 0.2, -0.2], [-0.1, 0.1, -0.4], [-1.9, -0.6, -0.6], [0.4, 0.1, -0.5], [-0.1, -0.3, -0.3], [0.0, 0.1, -0.2], [-0.2, 0.0, 0.2], [0.3, 0.0, 0.2], [0.6, 0.0, 2.0], [-1.5, 1.8, -1.7], [-1.7, -0.7, 0.8], [0.6, 0.4, -0.3], [0.3, 0.3, 0.2], [0.0, -0.3, -0.1], [-0.9, 0.5, -0.2], [0.1, 0.4, 0.0], [-0.1, -0.2, 0.2], [0.2, -0.3, 0.0], [-0.1, 0.5, 0.1], [1.7, 0.6, -0.1], [0.0, 0.0, 0.5], [-0.5, -0.1, -0.1], [0.1, 0.1, -0.2], [0.4, -0.2, 0.1], [0.1, -0.4, -0.1], [0.0, -0.1, -0.1]], "mulliken_charge": [-0.188, 0.648, -0.196, -0.179, -0.010, 0.204, 1.323, 0.450, -0.735, -0.634, -0.709, -0.923, 0.676, -0.521, -0.679, 1.260, 0.165, -0.177, -0.743, -0.387, -0.675, -0.437, -0.730, -0.583, 0.425, 0.348, 0.382, 0.473, -0.287, 0.501, 0.394, 0.380, 0.372, 0.419, -0.248, -0.077, 1.568, -0.743, -0.614, 0.317, 0.205, -0.787, -0.550, -0.554, -0.706, 1.404, -0.624, -0.760, 0.417, 0.342, 0.350, 0.433]}

3.
{"formula": "C34H77O24P3", "method": "ωB97M-V/def2-TZVPD", "mol_weight_da": 962.9, "e_lumo_ev": 0.289, "charge": 0, "relative_energy_kj_mol": 185.79, "smiles": "CCOP(=O)(OCC)OCC.CCOP(=O)(OCC)OCC.CCOP(=O)(OCC)OCC.CCOC(=O)OC.CCOC(=O)OC.CCOC(=O)OC.CCOC(=O)OC", "species": ["C", "C", "O", "P", "O", "O", "C", "C", "O", "C", "C", "H", "H", "H", "H", "H", "H", "H", "H", "H", "H", "H", "H", "H", "H", "H", "C", "C", "O", "P", "O", "O", "C", "C", "O", "C", "C", "H", "H", "H", "H", "H", "H", "H", "H", "H", "H", "H", "H", "H", "H", "H", "C", "C", "O", "P", "O", "O", "C", "C", "O", "C", "C", "H", "H", "H", "H", "H", "H", "H", "H", "H", "H", "H", "H", "H", "H", "H", "C", "C", "O", "C", "O", "O", "C", "H", "H", "H", "H", "H", "H", "H", "H", "C", "C", "O", "C", "O", "O", "C", "H", "H", "H", "H", "H", "H", "H", "H", "C", "C", "O", "C", "O", "O", "C", "H", "H", "H", "H", "H", "H", "H", "H", "C", "C", "O", "C", "O", "O", "C", "H", "H", "H", "H", "H", "H", "H", "H"], "xyz": [[-4.219, 14.389, -28.227], [-4.014, 13.067, -27.574], [-4.247, 12.015, -28.458], [-5.558, 11.031, -28.332], [-6.224, 11.103, -27.051], [-4.958, 9.493, -28.635], [-5.377, 8.470, -27.797], [-6.418, 7.601, -28.545], [-6.417, 11.336, -29.638], [-5.708, 11.705, -30.839], [-6.925, 11.890, -31.741], [-3.307, 14.876, -28.575], [-4.944, 14.273, -29.032], [-4.672, 15.161, -27.605], [-2.990, 13.005, -27.206], [-4.533, 12.993, -26.618], [-4.625, 7.827, -27.339], [-5.973, 8.827, -26.958], [-7.407, 8.059, -28.533], [-6.174, 7.324, -29.571], [-6.582, 6.644, -28.050], [-5.006, 12.519, -30.663], [-5.098, 10.858, -31.153], [-6.548, 11.936, -32.763], [-7.384, 10.901, -31.773], [-7.698, 12.620, -31.503], [-12.980, -5.134, -27.154], [-12.571, -4.934, -28.623], [-11.843, -6.142, -28.959], [-10.225, -6.362, -29.085], [-9.681, -5.311, -29.934], [-9.812, -6.315, -27.545], [-9.418, -5.164, -26.762], [-7.974, -4.818, -26.964], [-10.046, -7.868, -29.677], [-8.781, -8.351, -30.130], [-9.008, -8.698, -31.615], [-13.557, -4.272, -26.822], [-13.597, -6.025, -27.039], [-12.015, -5.090, -26.649], [-13.334, -4.692, -29.362], [-11.944, -4.043, -28.665], [-10.039, -4.323, -27.070], [-9.759, -5.349, -25.744], [-7.306, -5.626, -26.665], [-7.758, -4.501, -27.984], [-7.680, -4.033, -26.268], [-8.037, -7.582, -30.337], [-8.339, -9.139, -29.520], [-8.087, -9.061, -32.070], [-9.735, -9.510, -31.579], [-9.259, -7.830, -32.224], [-3.995, -0.357, -22.764], [-4.784, 0.905, -23.209], [-5.479, 1.598, -22.176], [-5.527, 3.249, -22.134], [-5.225, 4.000, -23.380], [-7.017, 3.442, -21.620], [-8.098, 2.916, -22.298], [-9.481, 3.581, -21.953], [-4.555, 3.620, -20.915], [-4.785, 3.211, -19.567], [-5.418, 4.376, -18.857], [-4.317, -0.683, -21.775], [-4.063, -1.189, -23.466], [-2.934, -0.175, -22.597], [-4.049, 1.530, -23.716], [-5.438, 0.414, -23.930], [-7.849, 3.128, -23.337], [-8.107, 1.827, -22.362], [-9.838, 3.367, -20.946], [-9.639, 4.630, -22.206], [-10.230, 3.056, -22.545], [-5.424, 2.336, -19.453], [-3.797, 2.930, -19.203], [-4.990, 5.378, -18.846], [-6.449, 4.628, -19.103], [-5.415, 4.265, -17.773], [-19.697, -0.121, -20.248], [-18.221, -0.526, -20.395], [-17.437, 0.022, -21.467], [-16.215, -0.645, -21.705], [-15.624, -1.395, -20.965], [-15.657, -0.264, -22.875], [-16.261, 0.477, -23.827], [-19.887, -0.643, -19.310], [-20.416, -0.586, -20.923], [-20.000, 0.898, -20.011], [-18.249, -1.613, -20.330], [-17.612, -0.308, -19.517], [-17.329, 0.285, -23.934], [-15.678, 0.610, -24.738], [-16.231, 1.523, -23.521], [-8.430, 10.048, -20.251], [-7.234, 10.880, -20.661], [-7.542, 12.108, -20.223], [-6.857, 12.560, -19.219], [-6.082, 11.937, -18.504], [-7.323, 13.795, -18.980], [-6.557, 14.734, -18.191], [-9.449, 10.324, -20.523], [-8.455, 10.033, -19.162], [-8.124, 9.029, -20.486], [-7.093, 10.782, -21.737], [-6.332, 10.419, -20.257], [-5.943, 14.283, -17.411], [-7.181, 15.479, -17.697], [-5.985, 15.350, -18.885], [-14.604, -0.059, -31.303], [-13.234, 0.144, -31.956], [-12.201, 0.047, -30.984], [-10.869, 0.015, -31.293], [-10.231, 0.110, -32.326], [-10.329, 0.074, -30.136], [-8.856, 0.488, -30.103], [-14.573, 0.519, -30.379], [-14.762, -1.083, -30.963], [-15.400, 0.225, -31.991], [-13.155, 1.082, -32.506], [-12.951, -0.616, -32.685], [-8.772, 1.481, -30.546], [-8.336, -0.127, -30.838], [-8.575, 0.307, -29.066], [5.808, -8.824, -19.266], [4.781, -8.403, -20.344], [3.772, -7.531, -19.877], [3.085, -6.777, -20.855], [3.395, -6.511, -22.007], [2.058, -6.364, -20.269], [1.213, -5.289, -20.828], [5.359, -9.715, -18.827], [5.874, -8.076, -18.475], [6.793, -9.127, -19.620], [4.400, -9.097, -21.094], [5.413, -7.863, -21.049], [0.158, -5.378, -20.568], [1.241, -5.420, -21.910], [1.437, -4.234, -20.669]], "forces_ev_per_angstrom": [[-0.6, 1.4, -0.5], [1.0, 0.7, 2.0], [-1.4, -2.3, -0.8], [2.2, -1.2, -0.8], [-0.8, 0.4, 0.6], [0.4, 3.2, -0.2], [-2.6, -2.0, 0.6], [-0.1, -0.5, 0.1], [1.3, 0.0, 1.9], [-1.4, -0.1, -0.1], [1.2, -1.1, -1.5], [0.0, -0.4, -0.4], [0.2, 0.1, -0.3], [-0.1, -0.3, 0.5], [0.3, -0.3, -0.4], [-0.8, -0.3, -0.4], [0.7, 0.4, -0.6], [0.4, 0.5, 0.2], [0.1, 0.4, -0.2], [0.3, 0.4, -0.1], [0.2, -0.1, 0.3], [-0.5, 0.3, -0.1], [-0.1, -0.1, -0.2], [-0.2, 0.8, -0.3], [-0.4, 0.0, 0.3], [0.6, 0.2, 0.2], [-0.2, 1.0, -1.2], [0.9, 0.0, 0.8], [0.8, -1.3, -1.0], [-2.3, 1.0, 0.1], [1.1, 0.3, -0.2], [0.6, -1.2, -0.2], [-0.8, 0.4, -0.9], [0.7, -0.1, 0.7], [-0.7, 1.5, 2.2], [0.8, 1.2, -2.6], [0.2, -1.3, 0.8], [-0.1, 0.1, 0.1], [0.5, -0.1, 0.3], [-0.5, -0.7, 0.6], [-0.3, -0.9, 0.1], [0.5, -0.1, -0.1], [0.0, 0.2, -0.3], [0.5, -0.4, 0.1], [-0.1, -0.3, -0.3], [-0.1, -0.1, 0.1], [-0.2, 0.4, -0.1], [0.0, 0.7, 1.4], [-0.6, 0.0, 0.1], [0.1, -0.3, 0.2], [-0.3, 0.2, -0.9], [-0.6, 0.0, 0.4], [0.4, 0.5, 1.4], [1.3, -1.6, -0.7], [0.2, 1.1, -0.3], [0.5, -0.4, -0.7], [0.0, -1.3, 1.4], [1.5, 0.5, 2.4], [-1.7, 0.7, -2.5], [0.3, -1.4, -0.2], [-1.1, -0.4, -1.7], [0.0, 0.7, 0.3], [-0.6, 1.2, 1.9], [-0.4, -0.2, -0.1], [-0.3, 0.2, 0.0], [0.1, 0.3, -0.2], [-0.5, 0.4, -0.1], [-0.8, 1.1, -0.1], [-0.7, 0.3, -0.5], [-0.2, -0.2, 1.1], [0.5, 0.3, 0.3], [0.7, 0.0, 0.2], [0.1, -0.2, -0.4], [-0.1, -0.1, -0.5], [-0.1, 0.2, 0.3], [1.0, -0.2, -1.0], [-0.1, -0.8, -0.4], [-0.2, -0.8, 0.2], [0.3, -0.3, 0.8], [0.3, 0.0, 1.1], [1.2, -1.6, -1.3], [-0.3, 0.9, 0.3], [-1.4, 0.8, -0.7], [1.2, -2.3, 2.0], [-1.6, 3.4, -0.8], [-0.3, -0.1, 0.3], [0.4, 0.2, -0.5], [0.5, 0.2, -0.5], [0.4, -0.2, -1.0], [-0.5, 0.5, 0.4], [0.2, -0.5, -0.5], [0.0, -1.3, -0.1], [-0.3, 0.4, 0.4], [0.8, -1.6, 1.1], [-0.9, -3.9, -1.2], [0.3, 3.0, -0.8], [0.8, 0.3, 3.1], [-0.6, 1.0, -1.3], [0.2, 0.9, 0.4], [0.2, 0.2, -0.2], [0.4, 0.1, -0.8], [0.1, 0.2, 0.2], [-0.8, -0.3, -0.4], [-0.2, 0.9, -0.2], [0.0, 0.5, 0.5], [0.0, -0.3, -0.4], [-0.7, -0.6, -0.1], [0.4, -0.4, 0.0], [1.1, -0.1, 0.3], [0.6, -0.9, -1.2], [0.2, -0.1, -0.1], [-0.6, 1.5, -1.4], [-1.8, -0.5, 0.0], [3.5, 0.5, 2.9], [-1.9, -1.2, -1.1], [-0.5, 0.4, -0.2], [0.1, -0.1, -0.3], [0.0, 0.1, 0.2], [-0.1, 0.3, 0.3], [-0.7, -0.2, -0.3], [-0.2, 0.3, 0.8], [0.1, -0.4, 0.5], [0.1, 0.4, -0.4], [-2.1, -1.2, 0.3], [2.6, 1.4, -2.0], [-1.0, 0.6, -1.2], [3.5, -0.9, -1.6], [0.4, -1.0, 1.5], [-4.5, 2.9, 2.7], [-0.1, -0.8, -1.8], [0.3, -0.1, 0.6], [0.1, 0.1, -0.3], [-0.2, 0.4, -0.4], [-0.4, -1.0, 1.0], [0.0, 0.8, -0.1], [0.4, -0.8, 0.7], [0.1, 0.0, 0.0], [1.1, -0.4, 0.8]], "mulliken_charge": [-0.975, -0.338, -0.319, 0.887, -0.725, -0.346, -0.227, -1.119, -0.234, -0.065, -1.221, 0.279, 0.250, 0.328, 0.325, 0.363, 0.382, 0.245, 0.274, 0.274, 0.393, 0.299, 0.252, 0.400, 0.315, 0.303, -0.666, -0.319, -0.403, 0.957, -0.662, -0.263, -0.174, -1.316, -0.297, -0.221, -1.150, 0.349, 0.287, 0.001, 0.373, 0.235, 0.210, 0.433, 0.343, 0.304, 0.386, 0.268, 0.359, 0.377, 0.293, 0.296, -1.209, -0.102, -0.287, 0.824, -0.749, -0.123, -0.297, -1.256, -0.342, -0.114, -1.185, 0.305, 0.358, 0.309, 0.302, 0.231, 0.363, 0.352, 0.343, 0.312, 0.384, 0.233, 0.356, 0.335, 0.265, 0.390, -1.099, -0.296, -0.314, 0.691, -0.534, -0.296, -0.652, 0.340, 0.311, 0.329, 0.340, 0.321, 0.310, 0.275, 0.273, -1.099, -0.214, -0.288, 0.775, -0.590, -0.323, -0.651, 0.311, 0.305, 0.317, 0.305, 0.323, 0.318, 0.237, 0.274, -1.053, -0.282, -0.245, 0.747, -0.587, -0.307, -0.636, 0.295, 0.249, 0.349, 0.311, 0.327, 0.305, 0.320, 0.205, -1.122, -0.297, -0.259, 0.784, -0.587, -0.325, -0.688, 0.279, 0.298, 0.355, 0.397, 0.276, 0.269, 0.322, 0.295]}

4.
{"formula": "C4H5NO2", "method": "ωB97M-V/def2-TZVPD", "mol_weight_da": 99.1, "e_lumo_ev": 0.869, "charge": 0, "relative_energy_kj_mol": 142.86, "smiles": "O=C1NC[C@H]2O[C@@H]12", "species": ["O", "C", "N", "C", "C", "O", "C", "H", "H", "H", "H", "H"], "xyz": [[-1.944, -1.567, -0.596], [-1.064, -0.816, -0.261], [-1.133, 0.598, -0.297], [0.223, 1.152, -0.327], [1.102, 0.045, 0.229], [0.585, -0.435, 1.454], [0.303, -1.182, 0.265], [-1.690, 0.921, 0.484], [0.288, 2.078, 0.250], [0.492, 1.378, -1.366], [2.182, 0.040, 0.109], [0.675, -2.199, 0.238]], "forces_ev_per_angstrom": [[0.3, 0.3, 0.3], [-0.2, -0.2, 0.0], [0.0, -0.1, 0.0], [0.1, 0.1, 0.0], [0.1, 0.1, -0.2], [0.1, -0.1, 0.1], [0.0, -0.2, -0.2], [-0.2, 0.2, -0.3], [0.0, -0.2, 0.0], [0.0, 0.0, 0.2], [-0.2, 0.0, 0.0], [0.0, 0.1, -0.1]], "mulliken_charge": [-0.534, 0.138, -0.359, -0.559, -0.115, -0.422, 0.057, 0.314, 0.326, 0.249, 0.449, 0.456]}

Number 1: E -6760.076 eV. Number 2: E -103874.820 eV. Number 3: E -113514.967 eV. Number 4: E -9812.834 eV.